Entry 1:
# C45H106O36

A 22-piece molecular cluster, C45H106O36 overall (ωB97M-V with the def2-TZVPD basis set, OMol25).

Properties
* E_tot: -4486.6715 Eh
* HOMO-LUMO gap: 9.57 eV
* LUMO: 0.13 eV
* net charge: 0

Geometry (Å):
C -14.206 -21.270 -5.351
C -13.922 -22.506 -4.596
O -15.086 -22.531 -3.714
C -16.178 -22.061 -4.371
O -17.347 -22.087 -4.020
O -15.644 -21.231 -5.350
H -13.869 -21.274 -6.388
H -13.899 -20.312 -4.933
H -13.068 -22.302 -3.950
H -13.825 -23.355 -5.273
C -10.435 -20.895 -9.231
C -9.686 -19.847 -8.365
O -10.710 -19.375 -7.523
C -11.900 -19.905 -7.829
O -13.018 -19.593 -7.407
O -11.683 -20.944 -8.644
H -9.891 -21.823 -9.050
H -10.461 -20.608 -10.282
H -9.203 -18.970 -8.795
H -8.866 -20.378 -7.882
C -13.703 -9.458 -3.442
C -14.112 -9.640 -4.929
O -13.556 -10.952 -5.181
C -12.582 -11.199 -4.343
O -11.622 -11.970 -4.585
O -12.590 -10.252 -3.378
H -14.542 -9.850 -2.867
H -13.446 -8.441 -3.144
H -13.614 -8.837 -5.472
H -15.199 -9.600 -4.995
C -13.178 -17.393 -10.929
C -13.916 -17.069 -9.649
O -15.204 -17.457 -9.914
C -15.324 -17.961 -11.131
O -16.410 -18.249 -11.677
O -14.137 -18.118 -11.658
H -12.324 -18.039 -10.725
H -12.872 -16.577 -11.584
H -13.796 -16.029 -9.348
H -13.464 -17.638 -8.836
C -14.270 -15.218 -2.744
C -14.082 -14.715 -4.187
O -14.834 -13.502 -4.127
C -15.661 -13.466 -3.037
O -16.562 -12.666 -2.856
O -15.423 -14.526 -2.258
H -13.353 -15.046 -2.181
H -14.296 -16.303 -2.639
H -14.438 -15.436 -4.923
H -13.015 -14.630 -4.396
C -17.353 -18.115 -7.112
C -18.271 -18.446 -5.924
O -17.487 -18.237 -4.849
C -16.167 -18.118 -5.221
O -15.209 -18.054 -4.515
O -16.033 -18.216 -6.533
H -17.684 -17.119 -7.408
H -17.524 -18.836 -7.912
H -18.499 -19.510 -5.867
H -19.203 -17.882 -5.971
C -10.721 -13.624 0.372
C -10.546 -12.824 -0.899
O -10.071 -13.901 -1.698
C -10.681 -15.047 -1.377
O -10.813 -16.102 -2.018
O -11.115 -14.896 -0.097
H -11.432 -13.162 1.056
H -9.759 -13.547 0.878
H -9.652 -12.220 -0.742
H -11.437 -12.328 -1.283
O -7.762 -16.945 -7.692
H -7.517 -16.373 -6.965
H -7.396 -17.799 -7.459
O -9.301 -16.243 -9.686
H -10.006 -16.093 -9.057
H -8.574 -16.572 -9.158
O -10.341 -16.300 -12.165
H -9.462 -16.401 -12.528
H -10.202 -16.202 -11.223
C -13.151 -13.701 -12.151
C -14.653 -13.747 -12.211
O -15.179 -13.496 -10.959
H -12.716 -14.351 -11.392
H -12.789 -12.677 -12.051
H -12.768 -14.081 -13.097
H -14.905 -14.765 -12.507
H -15.069 -13.067 -12.955
H -16.049 -13.114 -11.091
C -6.716 -13.945 0.853
C -6.618 -14.363 -0.637
O -5.921 -13.362 -1.272
H -7.509 -13.271 1.177
H -5.839 -13.475 1.299
H -7.033 -14.854 1.364
H -7.607 -14.422 -1.092
H -6.207 -15.370 -0.570
H -5.078 -13.315 -0.816
C -13.696 -9.126 -8.262
C -14.533 -10.100 -8.982
O -13.702 -11.045 -9.573
H -14.273 -8.370 -7.730
H -13.134 -8.489 -8.946
H -13.021 -9.606 -7.554
H -15.188 -9.787 -9.795
H -15.279 -10.417 -8.254
H -14.272 -11.742 -9.906
C -15.817 -14.601 -7.523
C -14.640 -13.620 -7.415
O -13.622 -14.004 -8.298
H -16.633 -14.243 -6.895
H -15.631 -15.598 -7.124
H -16.265 -14.734 -8.508
H -14.396 -13.615 -6.353
H -14.940 -12.588 -7.593
H -13.891 -13.693 -9.165
C -4.636 -16.793 -5.287
C -5.350 -15.632 -5.975
O -6.671 -15.734 -5.668
H -4.408 -16.500 -4.263
H -3.692 -16.946 -5.809
H -5.209 -17.717 -5.367
H -5.318 -15.848 -7.043
H -4.975 -14.628 -5.774
H -6.889 -15.022 -5.063
C -10.139 -12.297 -8.734
C -10.745 -12.339 -10.123
O -11.142 -11.106 -10.602
H -9.151 -11.841 -8.664
H -10.151 -13.291 -8.286
H -10.834 -11.745 -8.101
H -11.617 -12.992 -10.084
H -10.076 -12.818 -10.838
H -11.919 -10.786 -10.138
C -9.839 -18.661 -3.346
C -8.657 -18.016 -4.162
O -7.451 -18.303 -3.583
H -9.780 -18.169 -2.375
H -9.671 -19.732 -3.229
H -10.853 -18.435 -3.678
H -8.815 -16.938 -4.208
H -8.661 -18.459 -5.158
H -6.864 -17.727 -4.077
C -9.840 -8.903 -6.764
C -8.795 -7.761 -6.284
O -9.333 -7.075 -5.151
H -10.236 -9.414 -5.886
H -9.284 -9.712 -7.238
H -10.629 -8.503 -7.401
H -8.568 -7.041 -7.071
H -7.906 -8.350 -6.060
H -10.054 -6.507 -5.430
C -7.022 -13.978 -9.210
C -7.174 -13.744 -10.650
O -7.550 -15.022 -11.191
H -6.035 -14.428 -9.102
H -7.674 -14.635 -8.635
H -6.981 -13.050 -8.641
H -6.214 -13.402 -11.038
H -7.965 -13.013 -10.823
H -8.326 -15.313 -10.706
C -7.058 -11.959 -5.839
C -6.143 -12.225 -4.637
O -6.619 -13.397 -3.974
H -6.759 -12.473 -6.752
H -6.903 -10.916 -6.116
H -8.053 -12.193 -5.461
H -6.205 -11.412 -3.913
H -5.131 -12.488 -4.946
H -6.537 -13.373 -3.018
C -8.784 -10.323 -2.283
C -7.529 -10.041 -1.452
O -7.368 -11.043 -0.493
H -8.838 -9.699 -3.176
H -9.766 -10.232 -1.819
H -8.687 -11.349 -2.638
H -7.718 -9.114 -0.909
H -6.582 -9.970 -1.987
H -6.982 -11.822 -0.899
C -10.788 -15.277 -5.831
C -11.750 -16.248 -6.531
O -11.591 -15.822 -7.896
H -11.023 -14.215 -5.907
H -9.739 -15.526 -5.988
H -10.880 -15.354 -4.748
H -12.767 -16.155 -6.150
H -11.510 -17.302 -6.391
H -12.249 -15.151 -8.093



Entry 2:
# C45H110N2O11

A 11-piece molecular cluster, C45H110N2O11 overall (ωB97M-V with the def2-TZVPD basis set, OMol25).

Properties
* E_tot: -2717.4361 Eh
* HOMO-LUMO gap: 8.47 eV
* LUMO: 0.35 eV
* energy relative to the best compared isomer or geometry (same formula, charge and spin): 98.4 kcal/mol
* net charge: 0
* SMILES: CC1(C)CCCC(C)(C)N1O.CC1(C)CCCC(C)(C)N1O.CC(C)O.CC(C)O.CC(C)O.CC(C)O.CC(C)O.CC(C)O.CC(C)O.CC(C)O.CC(C)O

Geometry (Å):
C 1.157 2.977 7.454
C 1.412 3.425 5.980
C 0.538 4.485 5.576
C 2.945 3.938 5.918
C 3.491 4.163 4.519
C 3.352 2.904 3.723
C 1.929 2.285 3.683
C 0.922 3.039 2.721
C 2.018 0.785 3.279
N 1.357 2.263 5.057
O 0.132 1.586 5.028
H 0.452 2.145 7.456
H 1.028 3.737 8.224
H 1.957 2.411 7.931
H 0.519 5.393 6.178
H -0.509 4.202 5.466
H 0.747 4.850 4.570
H 3.206 4.889 6.383
H 3.577 3.140 6.307
H 4.516 4.518 4.631
H 2.927 5.037 4.194
H 3.897 2.025 4.067
H 3.647 3.130 2.698
H 1.225 4.022 2.362
H 0.812 2.441 1.817
H -0.128 3.147 2.994
H 2.783 0.223 3.814
H 1.042 0.300 3.262
H 2.391 0.671 2.261
H 0.265 0.811 5.580
C 3.052 -3.649 3.083
C 3.111 -4.693 1.995
C 1.923 -4.487 0.987
C 4.411 -4.312 1.164
C 4.845 -5.310 0.215
C 5.051 -6.624 0.942
C 3.773 -7.187 1.586
C 2.705 -7.626 0.549
C 4.306 -8.331 2.419
N 3.301 -6.121 2.544
O 2.129 -6.593 3.206
H 3.635 -3.842 3.984
H 3.155 -2.648 2.664
H 2.043 -3.660 3.494
H 1.915 -3.478 0.573
H 2.018 -5.180 0.151
H 0.959 -4.717 1.441
H 4.173 -3.488 0.491
H 5.236 -4.046 1.825
H 4.196 -5.437 -0.652
H 5.856 -5.061 -0.106
H 5.843 -6.450 1.671
H 5.552 -7.246 0.199
H 2.728 -7.081 -0.394
H 1.670 -7.613 0.892
H 2.854 -8.655 0.221
H 4.899 -9.011 1.807
H 3.455 -8.822 2.890
H 4.898 -7.979 3.264
H 2.432 -6.705 4.110
C -5.576 1.600 -4.865
C -5.363 3.038 -4.282
C -6.479 3.461 -3.403
O -4.148 3.170 -3.636
H -5.157 1.560 -5.870
H -6.648 1.527 -5.049
H -5.097 0.767 -4.351
H -5.313 3.843 -5.014
H -6.806 2.609 -2.806
H -7.292 3.853 -4.014
H -6.131 4.340 -2.861
H -4.143 2.838 -2.735
C -1.886 -3.782 -1.289
C -2.015 -5.336 -1.477
C -0.825 -6.131 -0.958
O -3.132 -5.627 -0.641
H -2.794 -3.208 -1.475
H -1.087 -3.345 -1.888
H -1.551 -3.575 -0.273
H -2.147 -5.590 -2.529
H -0.546 -5.932 0.076
H 0.068 -5.956 -1.558
H -1.028 -7.201 -0.999
H -3.685 -6.345 -0.957
C 0.333 -0.788 -0.447
C -0.280 0.067 -1.569
C -1.018 1.330 -1.083
O 0.800 0.487 -2.415
H 0.951 -0.041 0.050
H 0.927 -1.604 -0.860
H -0.376 -1.255 0.237
H -1.005 -0.610 -2.022
H -1.542 1.770 -1.931
H -0.261 2.091 -0.895
H -1.775 1.200 -0.309
H 0.557 0.129 -3.272
C 4.984 -0.807 -2.066
C 4.492 0.135 -0.951
C 4.410 1.598 -1.340
O 3.223 -0.197 -0.612
H 4.530 -1.796 -2.007
H 6.074 -0.815 -2.086
H 4.555 -0.538 -3.031
H 5.277 0.048 -0.199
H 5.352 1.963 -1.750
H 4.273 2.120 -0.393
H 3.583 1.792 -2.022
H 2.661 0.151 -1.308
C -6.427 2.969 0.240
C -5.275 1.975 0.077
C -5.791 0.615 -0.506
O -4.204 2.312 -0.681
H -7.351 2.531 0.617
H -6.743 3.503 -0.656
H -6.135 3.708 0.987
H -4.854 1.925 1.081
H -6.271 0.845 -1.458
H -6.603 0.209 0.096
H -4.940 -0.066 -0.509
H -3.804 3.065 -0.241
C -0.492 3.232 -6.330
C -0.644 3.329 -4.801
C 0.573 3.771 -4.013
O -1.729 4.347 -4.536
H 0.250 2.456 -6.520
H -0.216 4.224 -6.687
H -1.451 2.897 -6.725
H -0.991 2.382 -4.387
H 0.882 4.722 -4.447
H 1.383 3.047 -4.091
H 0.360 3.911 -2.953
H -2.627 4.019 -4.453
C -3.116 -1.328 1.591
C -3.718 -0.452 2.727
C -4.003 -1.286 4.044
O -2.834 0.641 3.132
H -3.712 -2.236 1.497
H -2.070 -1.552 1.799
H -3.188 -0.774 0.655
H -4.677 -0.071 2.374
H -4.814 -2.000 3.901
H -4.261 -0.700 4.926
H -3.045 -1.693 4.368
H -1.928 0.351 3.262
C 1.435 -1.869 -6.709
C 1.173 -2.399 -5.276
C 2.376 -2.112 -4.406
O 0.140 -1.655 -4.730
H 0.637 -1.993 -7.441
H 2.280 -2.380 -7.171
H 1.687 -0.811 -6.776
H 0.918 -3.458 -5.313
H 3.312 -2.530 -4.779
H 2.323 -2.537 -3.404
H 2.493 -1.049 -4.198
H -0.684 -1.750 -5.213
C -2.549 7.866 -0.115
C -2.467 6.490 -0.723
C -1.088 5.908 -0.507
O -3.468 5.663 0.034
H -2.074 7.740 0.858
H -3.556 8.281 -0.077
H -1.876 8.564 -0.613
H -2.623 6.440 -1.800
H -0.268 6.594 -0.721
H -1.129 4.942 -1.011
H -0.924 5.606 0.528
H -3.289 5.724 0.975